Entry from OMol25: C4H7N2 as an isolated structure in a non-equilibrium geometry (ωB97M-V/def2-TZVPD).

net charge	+1
spin multiplicity	1
HOMO	-0.5390	Ha
electronic energy	-7227.729	eV
gap between HOMO and LUMO	8.606	eV

Cartesian coordinates (Å):
C  0.615  0.292  -1.087
C  1.204  0.079  1.072
C  0.246  0.962  0.239
C  0.602  -0.744  -0.029
N  -1.533  -1.748  -0.320
N  -0.430  -1.487  -0.161
H  -0.278  0.233  -1.705
H  1.402  0.673  -1.731
H  2.263  0.178  0.925
H  0.796  -0.275  2.000
H  -0.520  1.718  0.479
H  -1.890  0.156  -0.101
H  -2.476  -0.037  0.419